w:
Density functional theory data (ωB97M-V/def2-TZVPD) for the molecule C9H16O.

Values from the calculation:
LUMO level (alpha / beta), eV: 0.8455 / 0.2483
Orbital gap (alpha / beta), Eh: 0.32219 / 0.24956
Total charge: 0

Cartesian coordinates (Å):
C: 0.5551 1.2586 -1.6506
C: 0.7777 -0.2771 -1.4623
C: 1.1445 1.8046 -0.4472
C: 0.3768 -0.5004 0.0707
C: 1.0619 0.8087 0.6021
C: -1.1539 -0.8076 0.1995
C: 1.2071 -1.7445 0.4452
C: -2.1595 0.0119 -0.6373
C: -1.5887 -0.7249 1.6915
O: 1.0190 1.2171 1.8754
H: 1.1314 1.6109 -2.5291
H: -0.4782 1.5391 -1.8748
H: 0.2168 -1.0086 -2.0584
H: 1.8291 -0.5189 -1.5162
H: 2.2069 1.7155 -0.6406
H: 0.8836 2.9311 -0.0884
H: 2.2866 -1.6635 0.0456
H: 0.6481 -2.6539 0.0631
H: 1.2893 -1.8772 1.6147
H: -1.9726 0.0014 -1.7332
H: -2.0012 1.0771 -0.3002
H: -3.1149 -0.4065 -0.2091
H: -2.1985 -1.6041 1.9852
H: -2.1546 0.1468 1.9582
H: -0.6950 -0.7335 2.2472
H: 0.8833 0.3977 2.3492

Results of the Mulliken charge analysis, in e, for atoms 1 through 8: C -0.7652; C -1.3895; C -0.2055; C 1.9252; C -0.4207; C 0.1987; C -1.3383; C -1.4975

x:
Density functional theory data (ωB97M-V/def2-TZVPD) for a structure of composition C9H16O.

Values from the calculation:
LUMO level (alpha / beta), eV: 0.5191 / 0.5196
Orbital gap (alpha / beta), Eh: 0.26828 / 0.26836
Total charge: 0

Cartesian coordinates (Å):
C: 0.1309 -0.1145 0.5023
C: 0.1402 -0.0185 -0.8846
C: -0.1084 -1.3983 1.2333
C: 0.1808 1.1214 1.3485
C: -2.4525 1.4762 -0.7130
C: 2.3454 -0.4173 -0.1748
C: -1.8747 0.1018 -0.7083
C: 3.3101 0.4954 -0.2946
C: -2.5351 -1.0151 -0.9637
O: 2.5938 -1.7662 -0.1690
H: 3.5473 -1.9434 -0.2629
H: 0.2328 -0.8914 -1.5120
H: 0.3224 0.9427 -1.3424
H: -0.9447 -1.3033 1.9261
H: -0.2676 -2.2336 0.5565
H: 0.7882 -1.6215 1.8152
H: 1.0090 1.0249 2.0515
H: 0.3380 2.0233 0.7609
H: -0.7380 1.2208 1.9295
H: -2.4171 1.9295 0.2810
H: -1.9038 2.1380 -1.3893
H: -3.5007 1.4700 -1.0351
H: 4.3660 0.2282 -0.3971
H: 3.0773 1.5515 -0.3216
H: -2.0545 -1.9875 -0.9768
H: -3.5850 -1.0132 -1.2593

Results of the Mulliken charge analysis, in e, for atoms 1 through 8: C 1.8278; C -1.0647; C -1.6314; C -1.7437; C -1.2707; C 0.4972; C 0.7811; C -1.1620

Computed stability ranking, most favorable first: w, x